No. 1
The following is a quantum chemistry calculation of a single C20H34N6O2 molecule, from the OMol25 dataset.

Geometry as XYZ:
```
62
Properties=species:S:1:pos:R:3:nbo_charge:R:1
C -5.00 4.16 3.14 -0.63
C -4.56 2.73 2.99 0.03
C -5.33 1.80 2.43 -0.21
C -4.91 0.37 2.22 -0.43
C -3.40 0.20 2.38 -0.30
C -3.04 -1.28 2.43 0.70
O -3.12 -1.88 3.49 -0.64
N -2.67 -1.90 1.27 -0.44
C -2.30 -3.30 1.32 -0.42
C -2.67 -1.29 -0.05 -0.21
C -1.27 -1.01 -0.60 -0.42
C -0.63 0.26 -0.05 -0.05
C -1.24 1.53 -0.62 -0.62
N 0.80 0.26 -0.33 -0.62
C 1.66 -0.54 0.37 0.64
O 1.27 -1.32 1.22 -0.59
C 3.09 -0.40 -0.02 -0.01
C 3.64 -0.07 -1.23 -0.08
N 4.96 -0.13 -1.02 -0.17
C 6.06 0.05 -1.96 -0.22
C 6.13 -1.09 -2.96 -0.23
N 5.01 -1.07 -3.90 -0.45
C 4.78 -2.39 -4.47 -0.41
C 5.21 -0.09 -4.95 -0.42
N 5.22 -0.47 0.25 -0.06
N 4.10 -0.64 0.86 -0.21
C -2.94 0.90 3.65 -0.38
C -3.19 2.40 3.53 -0.44
H -4.29 4.83 2.66 0.21
H -5.98 4.32 2.69 0.21
H -5.05 4.44 4.19 0.21
H -6.32 2.08 2.08 0.20
H -5.42 -0.28 2.94 0.23
H -5.24 0.04 1.23 0.21
H -2.91 0.70 1.54 0.20
H -2.39 -3.65 2.34 0.25
H -2.96 -3.89 0.68 0.18
H -1.27 -3.44 0.99 0.20
H -3.18 -1.99 -0.73 0.20
H -3.28 -0.39 -0.05 0.21
H -0.63 -1.86 -0.38 0.23
H -1.33 -0.93 -1.69 0.20
H -0.74 0.25 1.04 0.21
H -2.31 1.56 -0.46 0.22
H -0.80 2.41 -0.16 0.22
H -1.07 1.57 -1.70 0.20
H 1.19 1.02 -0.86 0.40
H 3.22 0.14 -2.20 0.24
H 5.95 1.01 -2.45 0.21
H 6.96 0.07 -1.35 0.24
H 7.10 -1.05 -3.48 0.18
H 6.10 -2.03 -2.41 0.21
H 3.91 -2.35 -5.13 0.20
H 5.64 -2.76 -5.05 0.17
H 4.56 -3.10 -3.67 0.21
H 4.34 -0.06 -5.60 0.21
H 5.35 0.91 -4.53 0.19
H 6.09 -0.32 -5.57 0.17
H -3.49 0.49 4.50 0.22
H -1.88 0.70 3.84 0.22
H -2.44 2.86 2.87 0.20
H -3.07 2.89 4.50 0.22
```

LUMO level in eV: 0.40
Charge: 0
Structure (SMILES): CC1=CC[C@H](C(=O)N(C)CC[C@H](C)NC(=O)c2cn(CCN(C)C)nn2)CC1
HOMO level in eV: -8.8

---

No. 2
The following is a quantum chemistry calculation of a molecular structure, C2H8NO6OsP2Se2Te2, from the OMol25 dataset.

Geometry as XYZ:
```
24
Properties=species:S:1:pos:R:3:mulliken_spin:R:1
Os 1.68 1.59 0.47 2.71
Se 4.00 1.25 0.76 0.20
Te 5.40 3.34 0.58 0.49
Te 3.45 5.18 0.77 0.36
Se 1.57 3.84 -0.21 0.21
N -1.36 -0.96 -1.66 0.00
C -0.94 -0.93 -0.21 0.01
C -1.57 -2.07 0.58 0.00
P -1.53 0.77 0.34 0.01
O -2.23 0.47 1.73 0.00
O -2.46 1.17 -0.75 0.01
O -0.35 1.70 0.62 0.00
P 0.89 -0.92 -0.21 -0.04
O 1.20 -2.45 -0.50 0.01
O 1.26 -0.01 -1.36 0.05
O 1.50 -0.45 1.10 0.00
H -2.10 -0.20 -1.73 0.00
H -1.72 -1.87 -1.95 0.00
H -0.57 -0.68 -2.25 0.00
H -2.66 -1.99 0.56 0.00
H -1.25 -2.02 1.62 0.00
H -1.27 -3.03 0.17 0.00
H -3.03 1.00 1.89 0.00
H 2.11 -2.74 -0.34 0.00
```

LUMO level (alpha / beta) in eV: -4.20 / -6.18
Charge: +1
⟨S²⟩: 6.028
HOMO level (alpha / beta) in eV: -11.1 / -11.7
2S+1: 5

---

No. 3
The following is a quantum chemistry calculation of a molecular structure, C23H21Cl3N7OPtS, from the OMol25 dataset.

Geometry as XYZ:
```
57
Properties=species:S:1:pos:R:3:mulliken_spin:R:1
Pt 0.00 0.38 0.42 1.45
C 2.77 0.28 -1.04 -0.01
N 2.31 0.64 0.32 0.15
C 2.89 -0.13 1.44 0.00
C 1.95 -1.21 1.91 0.01
N 0.66 -1.22 1.62 0.08
C 0.11 -2.32 2.28 0.02
C -1.21 -2.78 2.35 0.04
C -1.46 -3.85 3.19 0.01
C -0.43 -4.47 3.91 -0.01
C 0.89 -4.05 3.81 0.03
C 1.13 -2.96 2.99 -0.01
N 2.28 -2.23 2.71 0.01
C 1.78 -0.60 -1.73 -0.01
N 0.52 -0.68 -1.37 0.19
C -0.11 -1.56 -2.24 -0.01
C -1.43 -2.00 -2.31 0.02
C -1.75 -2.87 -3.33 -0.01
C -0.79 -3.30 -4.26 0.01
C 0.52 -2.87 -4.20 0.00
C 0.84 -1.99 -3.17 0.00
N 2.03 -1.36 -2.81 0.00
H 2.89 1.20 -1.62 0.00
H 3.75 -0.21 -1.01 0.00
H 2.49 1.62 0.47 -0.01
H 3.86 -0.55 1.19 0.00
H 3.04 0.56 2.28 0.00
H -2.01 -2.27 1.82 0.01
H -2.48 -4.18 3.32 0.00
H -0.67 -5.27 4.60 0.00
H 1.68 -4.52 4.38 0.00
H 3.20 -2.41 3.10 0.00
H -2.18 -1.65 -1.61 0.00
H -2.77 -3.22 -3.43 0.00
H -1.09 -3.97 -5.05 0.00
H 1.26 -3.19 -4.93 0.00
H 2.91 -1.43 -3.30 0.00
Cl -5.52 5.03 -0.41 0.10
C -4.04 4.24 -0.42 0.25
C -3.99 2.88 0.00 0.03
C -2.80 2.24 -0.01 0.08
Cl -2.70 0.58 0.49 0.08
C -1.57 2.88 -0.41 0.19
O -0.45 2.30 -0.42 0.27
C -1.68 4.26 -0.83 0.14
Cl -0.26 5.05 -1.33 0.04
C -2.89 4.91 -0.83 -0.07
H -4.90 2.38 0.31 0.00
H -2.95 5.95 -1.15 0.00
N -1.97 -7.32 -0.45 0.02
C -1.48 -6.48 0.43 -0.05
N -1.22 -6.87 1.67 0.01
S -1.19 -4.84 -0.05 0.93
H -2.07 -8.31 -0.25 0.00
H -2.25 -7.01 -1.37 0.00
H -1.45 -7.79 1.99 0.00
H -0.78 -6.23 2.32 0.00
```

LUMO level (alpha / beta) in eV: -7.29 / -11.09
Charge: +3
⟨S²⟩: 6.032
HOMO level (alpha / beta) in eV: -16.0 / -16.4
2S+1: 5

---

No. 4
The following is a quantum chemistry calculation of a molecular structure, C5H10O, from the OMol25 dataset.

Geometry as XYZ:
```
16
Properties=species:S:1:pos:R:3:nbo_charge:R:1
C 1.65 -0.13 -0.27 -0.74
C -0.24 -0.41 0.10 -0.15
C -0.23 -0.96 1.50 -0.63
C -1.03 0.82 -0.13 -0.62
C -1.26 1.15 -1.49 0.34
O -0.76 0.54 -2.44 -0.68
H 1.90 -1.19 -0.20 0.25
H 2.20 0.44 0.48 0.23
H 1.82 0.23 -1.29 0.26
H -0.34 -1.11 -0.73 0.26
H -1.24 -1.31 1.73 0.24
H 0.47 -1.80 1.61 0.22
H 0.03 -0.18 2.22 0.22
H -1.39 1.39 0.71 0.22
H 0.49 0.59 -0.16 0.45
H -1.93 2.02 -1.67 0.12
```

LUMO level in eV: 0.76
Charge: 0
HOMO level in eV: -7.7

---

No. 5
The following is a quantum chemistry calculation of a single C4H8O2 molecule, from the OMol25 dataset.

Geometry as XYZ:
```
14
Properties=species:S:1:pos:R:3:nbo_charge:R:1
C -0.42 1.47 0.67 -0.61
C -0.24 0.00 0.88 -0.27
C -0.64 -0.95 -0.19 0.07
O -0.90 -0.51 -1.46 -0.65
C 0.92 -0.69 0.24 0.07
O 1.62 -0.10 -0.77 -0.65
H 0.08 2.03 1.45 0.21
H 0.00 1.77 -0.30 0.23
H -1.49 1.73 0.67 0.22
H -0.45 -0.38 1.88 0.23
H -0.95 -1.97 0.03 0.18
H 0.00 -0.49 -2.02 0.39
H 1.36 -1.59 0.68 0.18
H 1.16 -0.30 -1.70 0.39
```

LUMO level in eV: 0.53
Charge: 0
Structure (SMILES): C[C@H]1[C@@H](O)[C@H]1O
HOMO level in eV: -9.3

---

No. 6
The following is a quantum chemistry calculation of a molecular structure, C6H4N4O4, from the OMol25 dataset.

Geometry as XYZ:
```
18
Properties=species:S:1:pos:R:3:nbo_charge:R:1
C -1.26 1.96 -0.32 0.81
C -2.24 -0.26 0.25 0.81
C -1.47 -2.52 -0.30 0.92
C 1.81 0.03 -0.72 -0.27
C 2.07 0.08 0.82 -0.11
C -0.01 0.59 0.45 0.62
N -1.46 0.80 0.54 -0.51
N 0.21 1.76 -0.40 -0.38
N -1.40 -1.40 0.07 -0.65
N 0.33 0.29 -0.84 -0.25
O -2.07 2.70 -0.70 -0.45
O -3.41 -0.25 0.25 -0.49
O -1.35 -3.63 -0.53 -0.46
O 0.78 0.14 1.43 -0.46
H 2.51 0.61 -1.21 0.23
H 1.80 -1.06 -1.16 0.22
H 2.62 -0.90 1.29 0.22
H 2.54 1.06 1.05 0.20
```

LUMO level in eV: 0.39
Charge: 0
HOMO level in eV: -10.7

---

No. 7
The following is a quantum chemistry calculation of 6 unconnected molecules or ions with the total composition C19H40IN8O5, from the OMol25 dataset.

Geometry as XYZ:
```
73
Properties=species:S:1:pos:R:3:lowdin_charge:R:1
N 0.93 -2.97 -0.06 0.17
N 1.73 -2.08 0.69 -0.17
C 1.55 -1.93 2.00 0.00
C 2.23 -1.07 2.85 -0.04
C 3.23 -0.30 2.19 -0.63
I 4.39 1.11 3.20 1.07
C 3.34 -0.59 0.80 -0.13
N 2.66 -1.42 0.06 0.17
H 0.15 -2.38 -0.38 0.12
H 0.50 -3.59 0.62 0.11
H 0.76 -2.54 2.45 0.15
H 2.04 -0.99 3.94 0.10
H 4.12 -0.04 0.27 0.13
C 1.57 5.20 0.40 -0.01
C 2.42 4.09 0.93 -0.55
O 2.16 2.90 0.74 -0.02
N 3.51 4.42 1.66 0.00
C 4.00 5.74 2.02 -0.06
H 0.74 4.78 -0.16 0.09
H 1.17 5.81 1.22 0.04
H 2.15 5.83 -0.27 0.09
H 4.03 3.61 1.98 0.02
H 5.01 5.87 1.62 0.08
H 4.03 5.83 3.10 0.08
H 3.36 6.52 1.62 0.07
C 1.25 9.34 3.22 0.00
C 0.69 7.94 3.24 -0.53
O 0.52 7.30 2.21 0.00
N 0.39 7.40 4.44 0.01
C 0.52 8.00 5.76 -0.07
H 1.44 9.63 2.19 0.09
H 0.53 10.04 3.64 0.09
H 2.19 9.39 3.77 0.09
H 0.02 6.46 4.38 0.14
H 1.19 7.37 6.36 0.08
H -0.46 8.03 6.24 0.09
H 0.93 9.00 5.71 0.08
C 0.47 -2.99 -3.54 -0.02
C -0.85 -3.72 -3.42 -0.56
O -1.66 -3.43 -2.55 -0.01
N -1.11 -4.71 -4.30 0.02
C -0.28 -5.19 -5.40 -0.07
H 0.51 -2.24 -2.76 0.05
H 1.29 -3.69 -3.40 0.09
H 0.55 -2.50 -4.50 0.09
H -2.00 -5.15 -4.16 0.14
H -0.83 -5.07 -6.33 0.07
H -0.08 -6.24 -5.24 0.08
H 0.66 -4.64 -5.46 0.08
C -1.60 -1.36 6.51 0.00
C -0.81 -0.73 5.39 -0.53
O 0.39 -0.94 5.25 0.00
N -1.47 0.09 4.54 0.01
C -2.87 0.46 4.54 -0.06
H -0.93 -1.98 7.11 0.09
H -2.02 -0.59 7.16 0.09
H -2.39 -1.99 6.11 0.09
H -0.87 0.48 3.82 0.14
H -3.32 0.16 3.60 0.09
H -2.95 1.54 4.64 0.09
H -3.41 -0.01 5.36 0.08
C -2.59 -7.32 -9.10 -0.01
C -2.82 -7.28 -7.61 -0.54
O -1.89 -7.29 -6.81 0.01
N -4.10 -7.25 -7.17 0.01
C -5.32 -7.23 -7.95 -0.07
H -1.52 -7.35 -9.29 0.08
H -3.04 -8.21 -9.53 0.09
H -3.00 -6.43 -9.57 0.09
H -4.18 -7.22 -6.16 0.14
H -5.89 -6.33 -7.71 0.08
H -5.93 -8.10 -7.68 0.09
H -5.12 -7.26 -9.02 0.07
```

LUMO level in eV: -4.14
Charge: +1
HOMO level in eV: -10.9

---

No. 8
The following is a quantum chemistry calculation of 2 unconnected molecules or ions with the total composition C3H9N2O2, from the OMol25 dataset.

Geometry as XYZ:
```
16
Properties=species:S:1:pos:R:3:nbo_charge:R:1
C -2.49 0.78 0.14 0.47
N -2.06 0.12 1.23 -0.97
O -2.00 0.67 -0.99 -0.74
H -3.35 1.46 0.29 0.03
H -2.79 0.16 1.93 0.31
H -0.45 -0.33 1.37 0.52
C 2.55 -0.10 -1.51 -0.41
N 1.62 0.28 -0.46 -0.63
C 0.91 -0.88 0.10 0.10
O 0.54 -0.61 1.41 -0.80
H 3.28 -0.86 -1.18 0.14
H 3.14 0.73 -1.89 0.18
H 1.94 -0.53 -2.31 0.19
H 2.08 0.77 0.30 0.35
H 1.59 -1.76 0.09 0.09
H 0.04 -1.05 -0.55 0.18
```

LUMO level in eV: 4.02
Charge: -1
HOMO level in eV: -3.8

---

No. 9
The following is a quantum chemistry calculation of a gas-phase ion, C10H17O2S2 (charge +1), from the OMol25 dataset.

Geometry as XYZ:
```
31
Properties=species:S:1:pos:R:3:nbo_charge:R:1
C 4.33 -1.26 2.75 -0.21
C 3.96 -0.44 1.96 -0.02
C 3.49 0.56 1.01 -0.47
C 2.00 0.92 1.27 -0.41
C 1.17 1.10 -0.02 -0.54
S -0.25 -0.02 -0.01 0.91
C -1.72 0.97 -0.38 -0.54
C -2.91 0.04 -0.65 -0.44
C -4.24 0.69 -0.21 -0.51
S -4.63 0.07 1.45 -0.04
C -0.07 -1.03 -1.49 -0.68
C 1.22 -1.84 -1.30 0.79
O 1.77 -1.89 -0.25 -0.51
O 1.71 -2.39 -2.42 -0.66
H 4.50 -2.01 3.48 0.25
H 3.59 0.17 -0.01 0.23
H 4.11 1.46 1.09 0.25
H 1.94 1.82 1.88 0.24
H 1.58 0.11 1.86 0.24
H 1.76 0.90 -0.91 0.25
H 0.77 2.11 -0.09 0.26
H -1.90 1.55 0.53 0.26
H -1.52 1.64 -1.21 0.25
H -2.79 -0.90 -0.10 0.23
H -2.94 -0.21 -1.71 0.23
H -5.02 0.45 -0.92 0.24
H -4.10 1.77 -0.15 0.21
H -5.95 0.31 1.48 0.15
H -0.04 -0.44 -2.41 0.27
H -0.92 -1.71 -1.49 0.28
H 1.02 -2.84 -2.93 0.50
```

LUMO level in eV: -3.00
Charge: +1
HOMO level in eV: -12.2

---

No. 10
The following is a quantum chemistry calculation of 2 unconnected molecules or ions with the total composition C3H4O2S, from the OMol25 dataset.

Geometry as XYZ:
```
10
Properties=species:S:1:pos:R:3:nbo_charge:R:1
C -1.93 2.07 -0.28 -0.15
C -1.30 1.13 -0.73 -0.37
C 1.13 -1.08 0.42 -0.04
O 0.58 0.33 -2.40 -0.86
O 1.06 -1.04 1.87 -0.71
S -0.52 -0.15 -1.59 1.06
H -2.42 2.75 0.38 0.24
H 0.48 -1.66 2.37 0.49
H 0.93 -1.93 -0.09 0.15
H 1.98 -0.41 0.05 0.19
```

LUMO level (alpha / beta) in eV: 0.24 / -1.07
Charge: 0
HOMO level (alpha / beta) in eV: -8.5 / -8.2

---

No. 11
The following is a quantum chemistry calculation of a molecular structure, C23H14CaCl2N2O7S, from the OMol25 dataset.

Geometry as XYZ:
```
50
Properties=species:S:1:pos:R:3:nbo_charge:R:1
Ca -1.16 0.52 0.16 1.74
Cl -4.38 -3.11 5.04 -0.08
C -3.95 -2.22 3.60 -0.13
C -4.66 -1.05 3.30 -0.22
C -4.37 -0.38 2.15 -0.23
C -3.37 -0.80 1.22 0.44
O -3.17 -0.17 0.16 -0.76
C -2.62 -1.98 1.61 -0.26
C -1.45 -2.35 0.89 0.17
N -1.23 -1.93 -0.31 -0.54
C -0.08 -2.17 -1.00 0.26
C 0.77 -3.25 -0.84 -0.29
C 1.97 -3.34 -1.55 -0.21
C 2.34 -2.36 -2.44 -0.22
C 1.48 -1.27 -2.68 -0.10
C 1.78 -0.23 -3.59 -0.13
C 0.88 0.79 -3.76 -0.27
C -0.34 0.74 -3.06 0.09
N -0.65 -0.22 -2.23 -0.45
C 0.24 -1.19 -1.99 0.18
C -2.94 -2.66 2.80 -0.16
H -5.43 -0.70 3.98 0.20
H -4.90 0.53 1.90 0.20
H -0.72 -2.96 1.43 0.15
H 0.53 -4.03 -0.13 0.20
H 2.63 -4.17 -1.37 0.19
H 3.30 -2.40 -2.94 0.19
H 2.72 -0.25 -4.12 0.20
H 1.09 1.61 -4.42 0.21
H -1.09 1.49 -3.21 0.20
H -2.37 -3.54 3.07 0.20
O -0.57 2.20 3.86 -1.02
S -0.18 1.70 2.55 2.57
O 1.21 1.32 2.50 -0.99
O -1.10 0.63 2.13 -1.10
O -0.42 2.99 1.62 -0.77
Cl 4.74 4.53 -0.75 -0.10
C 3.56 3.27 -0.49 -0.13
C 3.97 1.95 -0.56 -0.24
C 3.03 0.96 -0.38 -0.30
C 1.66 1.24 -0.14 0.40
O 0.83 0.28 -0.03 -0.89
C 1.29 2.62 -0.08 -0.09
C -0.15 3.01 0.18 0.36
O -1.04 2.36 -0.54 -0.96
C 2.24 3.60 -0.24 -0.23
H 5.01 1.70 -0.74 0.20
H 3.33 -0.08 -0.40 0.20
H -0.23 4.13 0.00 0.11
H 1.97 4.65 -0.16 0.20
```

LUMO level in eV: 4.41
Charge: -2
HOMO level in eV: -1.5

---

No. 12
The following is a quantum chemistry calculation of a molecular structure, C18H36N, from the OMol25 dataset.

Geometry as XYZ:
```
55
Properties=species:S:1:pos:R:3:nbo_charge:R:1
C -6.19 3.31 -0.92 -0.66
C -5.72 1.95 -0.71 0.11
C -5.40 0.92 -0.48 -0.14
C -5.16 -0.58 -0.19 -0.28
H -4.95 -1.25 -1.25 0.29
H -6.13 -1.14 0.35 0.25
N -4.14 -0.80 0.93 -0.25
C -3.79 -2.08 0.86 -0.42
H -4.71 -2.57 1.29 0.23
H -3.46 -2.62 0.03 0.27
H -3.01 -2.03 1.70 0.23
C -4.50 0.06 1.94 -0.42
H -5.23 -0.73 2.38 0.23
H -4.65 1.09 1.90 0.29
H -3.57 -0.09 2.61 0.23
C -2.95 -0.02 0.25 -0.29
C -1.50 -0.26 0.91 -0.36
H -1.72 -0.37 2.00 0.21
H -0.94 0.98 0.74 0.20
C -0.61 -1.09 0.38 -0.47
C -0.10 -0.75 -1.20 -0.39
C 0.83 -1.66 -1.52 -0.37
C 2.26 -1.75 -0.85 -0.39
C 3.00 -0.50 -0.70 -0.48
C 4.45 -0.58 -0.52 -0.31
C 5.33 0.58 -0.25 -0.39
C 6.66 0.19 0.33 -0.37
C 7.47 1.84 0.34 -0.33
C 8.75 1.45 1.05 -0.52
H 9.43 0.74 0.39 0.19
H 9.38 2.54 0.91 0.18
H 8.75 1.07 1.82 0.14
H 7.53 2.13 -0.62 0.20
H 6.87 2.28 0.97 0.18
H 6.54 -0.11 1.34 0.21
H 7.23 -0.15 -0.24 0.16
H 5.34 0.98 -1.42 0.19
H 4.70 1.31 0.64 0.20
H 4.99 -1.43 -0.87 0.23
H 4.25 -1.02 0.82 0.06
H 3.23 -0.24 -1.73 0.22
H 2.39 0.27 -0.04 0.21
H 1.99 -2.24 0.15 0.19
H 2.83 -2.77 -1.36 0.23
H 1.07 -1.41 -2.78 0.19
H 0.64 -2.81 -1.71 0.22
H -0.79 -0.77 -1.78 0.19
H 0.55 0.09 -1.01 0.22
H 0.30 -1.13 0.84 0.24
H -1.18 -2.06 0.25 0.18
H -2.74 -0.36 -0.93 0.24
H -3.14 1.10 -0.03 0.29
H -6.37 3.89 -0.20 0.23
H -7.01 3.23 -1.62 0.25
H -5.29 3.77 -1.34 0.24
```

LUMO level in eV: -2.55
Charge: +1
HOMO level in eV: -10.5

---

| no. | total energy (eV) | strongest force on any atom (eV/Å) |
| --- | --- | --- |
| 1 | -34327.2876 | 0.2 |
| 2 | -182302.2710 | 1.2 |
| 3 | -88294.5287 | 0.3 |
| 4 | -7390.3858 | 0.4 |
| 5 | -8370.1454 | 3.4 |
| 6 | -20433.3116 | 5.2 |
| 7 | -50604.6240 | 2.7 |
| 8 | -10332.7095 | 1.2 |
| 9 | -36402.1020 | 0.6 |
| 10 | -18100.0307 | 5.6 |
| 11 | -95714.0082 | 4.8 |
| 12 | -20712.4349 | 19.5 |